(1)
{
  "formula": "C5H15NO2Si",
  "method": "the ωB97M-V functional and the def2-TZVPD basis",
  "lumo_ev": 0.63,
  "total_energy_ha": -694.077447,
  "relative_energy_kj_mol": 253.0,
  "spin_multiplicity": 1,
  "symbols": ["C", "C", "C", "C", "C", "N", "O", "O", "Si", "H", "H", "H", "H", "H", "H", "H", "H", "H", "H", "H", "H", "H", "H", "H"],
  "positions_angstrom": [[2.303172, 1.304306, 0.993593], [0.411340, -2.255361, 0.964464], [-0.291679, -0.182425, -2.327939], [1.368274, 1.146805, -0.311344], [0.648754, -0.166363, -0.164747], [-1.333189, 0.961861, 0.683208], [0.994094, -0.922747, 0.840778], [0.145333, -0.821836, -1.215697], [-2.836235, 0.223225, 0.524074], [1.746900, 1.287393, 1.915849], [2.921808, 2.187864, 0.791900], [2.946616, 0.484103, 0.966025], [1.112875, -3.039677, 1.019317], [-0.202068, -2.474004, 0.136716], [-0.195105, -2.238275, 1.922543], [-1.438081, -0.389056, -2.320266], [0.172415, -0.536447, -3.235285], [-0.156463, 0.870210, -2.145597], [0.668645, 2.002728, -0.559723], [1.935092, 1.139674, -1.212234], [-0.942788, 1.267492, 1.471553], [-3.729308, -0.072955, 1.709405], [-2.701628, -0.976896, -0.284616], [-3.548774, 1.200388, -0.161988]],
  "forces_ev_per_a": [[-1.2061, 1.4972, -2.7424], [-1.5334, 1.2730, 1.8602], [-3.5435, 1.2889, -0.6262], [-0.4763, 0.7406, 1.8360], [-2.0770, 0.3924, -0.6281], [-0.0371, -2.5275, -4.1002], [0.1978, -0.8583, -0.3942], [1.9757, -1.5884, 3.0833], [0.9995, 0.2263, 1.3742], [-0.1655, 0.4077, 0.1401], [-0.3429, 0.0122, 0.6570], [1.1026, -1.3616, 0.1870], [1.4941, -0.3349, 0.1997], [-0.9140, -0.0082, -0.7807], [0.6714, 0.0361, -1.2217], [1.8719, 0.5431, -0.5750], [0.2461, -0.1703, -0.0995], [-0.1480, 0.5495, -0.7100], [0.4656, -1.0972, 1.1386], [1.1004, -0.5431, -0.6783], [1.7565, 1.4696, 3.9342], [0.3738, -0.2288, -0.0846], [-0.1347, -0.7520, -0.4039], [-1.6770, 1.0337, -1.3654]],
  "nbo_charge": [-0.584, -0.262, -0.256, -0.524, 0.925, -1.431, -0.487, -0.507, 1.120, 0.227, 0.214, 0.206, 0.198, 0.214, 0.211, 0.215, 0.196, 0.197, 0.281, 0.224, 0.343, -0.228, -0.252, -0.240]
}

(2)
{
  "formula": "C39H76BF5IN7O4SbSi3TeTi",
  "method": "the ωB97M-V functional and the def2-TZVPD basis",
  "total_charge": -1,
  "lumo_ev": 1.67,
  "total_energy_ha": -5264.142797,
  "spin_multiplicity": 1,
  "symbols": ["Ti", "C", "C", "C", "C", "N", "N", "B", "N", "N", "C", "C", "C", "C", "C", "C", "C", "C", "N", "N", "C", "C", "C", "C", "C", "C", "C", "C", "C", "C", "C", "C", "H", "H", "H", "H", "H", "H", "H", "H", "H", "H", "H", "H", "H", "H", "H", "H", "H", "H", "H", "H", "H", "H", "H", "H", "H", "H", "H", "H", "H", "H", "H", "H", "H", "H", "H", "H", "H", "H", "H", "H", "C", "C", "C", "C", "C", "C", "H", "H", "H", "H", "H", "H", "H", "H", "H", "C", "Si", "C", "C", "Sb", "Si", "C", "C", "C", "Si", "C", "C", "C", "H", "H", "H", "H", "H", "H", "H", "H", "H", "H", "H", "H", "H", "H", "H", "H", "H", "H", "H", "H", "H", "H", "H", "H", "H", "H", "H", "F", "Te", "F", "F", "F", "F", "O", "I", "O", "N", "O", "O"],
  "positions_angstrom": [[0.813327, 0.195771, -0.857447], [4.949950, 1.774109, -3.705135], [3.707367, 0.960903, -3.617592], [3.469816, -0.285793, -4.149405], [2.178935, -0.641905, -3.733672], [1.688721, 0.325327, -2.947543], [2.611411, 1.316629, -2.920095], [2.244482, 2.724726, -2.475810], [2.095643, 2.822729, -0.944237], [0.927127, 2.445427, -0.370413], [0.867143, 3.051976, 0.824443], [2.050550, 3.771553, 1.035483], [2.799279, 3.609732, -0.111986], [4.158136, 4.123328, -0.405131], [-0.329452, 3.152433, 1.734930], [-0.602372, 4.649686, 1.984999], [-1.570864, 2.539717, 1.085741], [-0.018424, 2.486235, 3.082473], [0.879850, 3.127613, -3.058639], [0.044079, 2.303015, -3.699277], [-0.998982, 3.022052, -4.084122], [-0.844234, 4.353493, -3.664500], [0.370847, 4.380222, -3.013476], [1.074528, 5.529127, -2.378025], [-2.145798, 2.457500, -4.872612], [-3.421815, 2.580815, -4.034149], [-2.309819, 3.249731, -6.176454], [-1.885031, 0.990393, -5.194796], [1.444809, -1.812526, -4.347527], [1.377096, -1.499423, -5.855942], [2.240699, -3.106358, -4.128445], [0.007999, -1.980003, -3.848634], [5.689427, 1.238539, -4.295291], [5.343646, 1.938711, -2.703707], [4.758205, 2.736594, -4.173626], [4.146635, -0.864445, -4.745067], [3.071644, 3.488647, -2.852721], [2.320334, 4.342142, 1.899393], [4.448117, 4.839725, 0.357905], [4.201806, 4.600597, -1.380034], [4.846318, 3.279348, -0.394305], [-0.757770, 5.174794, 1.044030], [0.221891, 5.123893, 2.511746], [-1.499470, 4.759838, 2.592406], [-1.490577, 1.454935, 1.049915], [-2.462974, 2.792089, 1.657078], [-1.680989, 2.913031, 0.068160], [0.946913, 2.821327, 3.460642], [0.007205, 1.407456, 2.960577], [-0.792366, 2.727917, 3.811950], [-1.515237, 5.178064, -3.812533], [0.505759, 6.442850, -2.537794], [2.065524, 5.654181, -2.813800], [1.194779, 5.368566, -1.306799], [-3.627891, 3.624131, -3.804999], [-3.302140, 2.036814, -3.099993], [-4.270691, 2.169719, -4.579846], [-2.525803, 4.295254, -5.969595], [-3.125031, 2.835761, -6.767734], [-1.397032, 3.199974, -6.765479], [-1.756420, 0.440809, -4.269075], [-0.970628, 0.893037, -5.770961], [-2.710202, 0.564719, -5.762863], [2.366973, -1.333600, -6.275049], [0.778839, -0.605570, -6.017008], [0.915443, -2.330206, -6.386779], [3.228122, -3.038763, -4.582119], [1.712302, -3.951279, -4.570557], [2.369109, -3.296279, -3.066578], [-0.419768, -1.007069, -3.617822], [-0.033198, -2.603383, -2.958486], [-0.595725, -2.456531, -4.619959], [-4.520073, -0.289584, -0.727619], [-3.496039, -1.016801, -1.609290], [-4.031575, -1.142191, -3.040481], [-3.206846, -2.420406, -1.050746], [-2.213139, -0.301791, -1.561383], [-1.125343, 0.221801, -1.449927], [-5.453116, -0.852184, -0.671037], [-4.740145, 0.695732, -1.135830], [-4.126576, -0.162775, 0.277452], [-4.960584, -1.714047, -3.040987], [-3.308415, -1.654280, -3.671003], [-4.228881, -0.163365, -3.469575], [-4.131944, -2.962718, -0.847606], [-2.619259, -2.339846, -0.139129], [-2.619053, -2.987141, -1.771480], [0.306784, 0.373448, 6.397370], [-0.967895, -0.813089, 5.564211], [-1.458206, -2.224817, 6.783929], [-2.538496, 0.201070, 5.158395], [-0.007404, -2.362320, 3.769347], [2.379757, -2.809909, 4.881443], [3.233173, -4.471510, 4.443904], [3.471937, -1.278312, 4.468515], [2.045835, -2.958549, 6.793790], [-1.988316, -3.827783, 2.751815], [-2.404698, -4.989369, 4.257935], [-1.480763, -4.856141, 1.226424], [-3.419706, -2.547821, 2.581643], [0.109115, 0.493465, 7.460107], [0.256998, 1.357382, 5.937185], [1.327684, 0.010947, 6.284504], [-1.333958, -1.941640, 7.822536], [-0.857999, -3.114107, 6.604966], [-2.496651, -2.508666, 6.651968], [-2.683739, 1.035758, 5.840581], [-3.432616, -0.418090, 5.186639], [-2.429921, 0.587568, 4.147605], [3.555700, -4.465419, 3.408083], [2.559277, -5.313196, 4.581108], [4.106164, -4.630555, 5.070859], [4.001358, -1.481197, 3.536931], [4.204717, -1.032708, 5.232949], [2.845822, -0.406382, 4.288211], [1.544079, -3.894847, 7.016249], [1.442796, -2.160140, 7.208314], [2.992767, -2.972212, 7.322003], [-1.510547, -5.421578, 4.696788], [-3.041802, -5.805446, 3.932619], [-2.930735, -4.457749, 5.045295], [-0.841033, -5.690835, 1.511296], [-0.889073, -4.211227, 0.581801], [-2.325393, -5.233815, 0.654796], [-4.028780, -2.495302, 3.483465], [-4.071453, -2.764744, 1.740360], [-2.964435, -1.571950, 2.407416], [1.036075, -1.486451, -1.294990], [2.017122, -2.329363, 0.636880], [3.189469, -2.828619, -0.915775], [1.413604, -3.839589, 2.132116], [1.101597, -3.833603, -0.310872], [3.757997, -3.029973, 1.578484], [-0.265125, -1.905103, 1.058494], [3.721219, 0.032702, 0.158352], [0.970996, -1.002523, 2.632608], [0.000666, -0.804739, 1.691134], [-1.040171, -0.388713, 2.280130], [0.517113, 0.102786, 0.862501]],
  "forces_ev_per_a": [[-0.3194, 3.0173, -3.1454], [-0.2042, 0.0638, -0.0008], [-0.1515, -0.2587, 0.0037], [-0.1859, 0.2187, 0.2722], [0.2808, 0.0916, -0.1432], [-0.0442, -0.3823, 0.3628], [0.6686, 0.3180, -0.4171], [-0.4649, -0.2672, -0.1141], [0.7135, 0.7036, 0.1845], [-0.2466, -0.3772, 0.0655], [0.3420, 0.3561, 0.0630], [-0.1550, -0.2399, -0.2905], [-0.3278, -0.2751, 0.1058], [-0.0813, -0.0665, -0.0984], [-0.3268, -0.1317, 0.1360], [0.0843, -0.1791, -0.1464], [0.2239, -0.1792, -0.0460], [0.0518, -0.0908, -0.2071], [-0.0176, 0.5893, -0.1542], [-0.4361, -0.3646, -0.6647], [0.3158, 0.1518, 0.1624], [0.1441, 0.0605, 0.1597], [-0.1846, 0.1255, -0.1373], [-0.0102, -0.1365, -0.0059], [-0.0491, -0.1503, -0.0857], [0.1104, -0.0322, -0.1493], [0.0392, -0.1127, 0.2053], [0.0139, 0.2219, 0.1100], [-0.1372, -0.2828, 0.0446], [0.0188, -0.0145, 0.1410], [-0.0838, 0.1697, 0.0906], [0.1451, 0.0514, 0.1358], [0.0455, -0.0354, 0.0102], [0.1187, 0.0942, 0.0409], [0.0589, 0.1178, 0.0083], [0.0919, -0.0822, -0.1572], [0.3356, 0.1395, 0.0785], [0.0513, 0.1818, 0.1867], [0.0812, 0.0206, 0.0694], [0.0697, 0.0372, -0.0945], [0.2043, 0.0174, -0.0353], [-0.0173, 0.0706, -0.0988], [0.1101, 0.0752, 0.0500], [-0.0929, -0.0308, 0.0637], [-0.1147, 0.1145, -0.0660], [-0.0902, 0.0573, 0.1126], [-0.1031, 0.0306, -0.0751], [0.0469, 0.0912, 0.1072], [0.0455, 0.0303, 0.1350], [-0.0912, 0.0524, 0.0687], [-0.0865, 0.1937, -0.0107], [-0.0136, 0.0323, 0.0183], [0.1132, 0.0765, 0.0264], [0.0240, 0.0866, 0.0972], [-0.0655, 0.1181, 0.0694], [-0.0060, -0.0443, 0.1511], [-0.1628, -0.0424, -0.0488], [-0.0319, 0.1518, -0.0126], [-0.1369, -0.0338, -0.0851], [0.1146, 0.0060, -0.0826], [0.0081, -0.1594, 0.0726], [0.1519, -0.0756, -0.0981], [-0.1611, -0.0496, -0.0691], [0.0733, 0.0204, -0.0427], [-0.0463, 0.1203, -0.0828], [-0.0927, -0.1191, -0.0324], [0.0981, -0.0350, -0.0674], [-0.0569, -0.0388, -0.0948], [0.0231, -0.0366, 0.1520], [-0.1083, -0.0623, -0.0139], [-0.0253, 0.0329, 0.0692], [-0.0588, -0.0498, -0.1153], [0.1121, 0.0333, -0.0411], [-0.1398, -0.1900, 0.0472], [0.0997, 0.0908, 0.0965], [0.0886, 0.0495, -0.0061], [-0.3129, 0.0604, -0.1258], [0.4616, 0.0800, 0.1862], [-0.0257, -0.0933, -0.0488], [0.0027, 0.0965, -0.0082], [0.0382, 0.0237, 0.1499], [-0.0483, -0.0480, 0.0472], [0.0711, -0.0342, -0.0920], [-0.0213, 0.0961, -0.0684], [-0.1035, -0.0020, -0.0306], [0.0012, -0.0459, 0.1015], [0.0689, -0.0684, -0.0097], [-0.2118, -0.5894, -0.6384], [-0.5990, 0.4583, 1.0605], [0.2028, 0.4503, -0.3951], [0.6025, -0.4999, -0.2300], [0.6390, -0.3926, 0.6951], [0.7807, -0.7076, 0.8217], [-0.5380, 0.7705, -0.1904], [-0.8118, -0.5957, -0.2406], [-0.0479, 0.2260, -0.9952], [-0.6490, -0.5905, 0.2657], [0.3526, 0.7082, -0.6609], [0.1235, 0.7986, 0.7190], [0.8912, -0.3495, 0.0167], [-0.1703, -0.1051, 0.1362], [-0.0345, 0.0850, -0.1531], [0.0695, 0.0019, 0.0178], [0.1021, 0.0951, 0.2678], [0.1217, -0.1727, 0.1042], [-0.2605, -0.0121, -0.1336], [0.1300, 0.0598, 0.1470], [-0.0536, -0.1284, -0.0143], [-0.0407, 0.1426, -0.1271], [-0.0572, 0.1014, -0.1901], [-0.1629, -0.0603, 0.0559], [0.1239, 0.1393, 0.2977], [-0.0342, -0.0845, -0.0970], [-0.0316, -0.1781, 0.2786], [-0.0005, 0.1393, 0.0252], [-0.1218, -0.2376, -0.0451], [-0.1055, 0.2387, 0.0770], [0.3174, 0.0355, 0.0444], [0.1997, -0.1299, -0.0065], [-0.1291, -0.1638, -0.1816], [-0.0735, 0.1889, 0.0880], [0.0164, 0.0482, 0.1269], [0.1229, -0.0276, -0.1461], [-0.3068, 0.0559, 0.1414], [0.0824, -0.1213, 0.1333], [-0.0227, -0.1619, -0.1380], [-0.0221, 0.0624, -0.0807], [-0.1749, -0.9080, -0.0447], [3.3572, -6.6544, -0.8449], [-0.5761, 0.4863, 1.0063], [-0.0678, 1.1680, -0.0324], [0.2114, 0.8247, 0.5756], [-1.4686, 0.7117, -0.5045], [0.2013, -2.1836, -1.3267], [0.4141, 1.1214, -0.2506], [1.8314, -0.7943, 1.4940], [-3.0003, 0.3631, 0.4885], [-2.0707, 1.2483, 1.2931], [0.6270, 1.3989, 0.4507]],
  "mulliken_charge": [-0.569, -1.355, 0.191, -1.085, -0.651, 0.871, 0.067, -0.904, 0.283, 0.656, -0.852, -1.152, 0.068, -1.469, 3.092, -2.076, -1.196, -1.686, 0.939, -0.231, -0.378, -1.138, 0.428, -1.230, 2.927, -1.798, -2.081, -1.353, 3.164, -1.919, -1.963, -0.993, 0.474, 0.137, 0.236, 0.594, -0.242, 0.640, 0.484, 0.251, 0.156, 0.344, 0.369, 0.479, -0.454, 0.549, 0.333, 0.264, 0.203, 0.497, 0.500, 0.465, 0.186, 0.070, 0.379, 0.181, 0.450, 0.342, 0.471, 0.399, -0.289, 0.276, 0.454, 0.375, 0.333, 0.495, 0.347, 0.466, 0.143, -0.794, -0.153, 0.820, -1.627, 2.168, -1.649, -1.519, 0.226, 1.195, 0.439, 0.341, 0.062, 0.509, 0.186, 0.169, 0.527, -0.263, 0.228, -1.201, 1.506, -1.395, -0.838, -0.298, 1.211, -1.249, -1.010, -1.170, 0.933, -1.336, -0.672, -0.603, 0.478, 0.327, 0.207, 0.428, 0.291, 0.349, 0.463, 0.387, -0.174, 0.220, 0.303, 0.385, 0.294, 0.564, 0.099, 0.279, 0.285, 0.432, 0.338, 0.440, 0.305, 0.388, -0.302, 0.496, 0.546, 0.416, -0.276, 0.209, 1.497, -0.477, -0.703, -0.632, -0.528, 0.123, -0.420, -0.356, -0.374, -0.534, 0.519]
}